Record 1
The following is a DFT calculation (ωB97M-V/def2-TZVPD) of a 2-piece molecular cluster, BH3OS overall at a distorted geometry.

Geometry as XYZ:
```
6
Properties=species:S:1:pos:R:3:lowdin_charge:R:1
B 0.1617 -0.1036 0.3569 -0.35
O -1.9930 -0.1467 -0.4845 -0.32
S 1.3370 -0.6793 -0.6953 0.83
H 0.2115 0.3540 1.3285 -0.05
H -2.2147 0.8126 -0.5350 -0.05
H 2.4975 -0.2369 0.0294 -0.05
```

Summary:
Net charge: 0
Energy: -13604.75839 eV
Frontier orbital gap: 9.10 eV
LUMO energy: -0.42 eV
Multiplicity: 1
M: 61.9 g mol⁻¹

=====

Record 2
The following is a DFT calculation (ωB97M-V/def2-TZVPD) of BH3OS as an isolated structure at a distorted geometry.

Geometry as XYZ:
```
6
Properties=species:S:1:pos:R:3:lowdin_charge:R:1
B -0.0440 0.1232 -0.1129 -0.45
O 0.4700 1.7594 0.7781 -0.28
S -0.8178 0.4538 -1.6309 0.76
H 0.3227 -0.9315 0.4961 0.04
H 0.2670 1.5195 1.7099 -0.01
H -1.5985 -0.7563 -1.7482 -0.06
```

Summary:
Net charge: 0
Energy: -13606.51363 eV
Frontier orbital gap: 10.14 eV
LUMO energy: -0.01 eV
Multiplicity: 1
M: 61.9 g mol⁻¹

=====

Record 3
The following is a DFT calculation (ωB97M-V/def2-TZVPD) of one molecule with the formula BH4NO2 at a distorted geometry.

Geometry as XYZ:
```
8
Properties=species:S:1:pos:R:3:lowdin_charge:R:1
B 0.0663 -0.1281 0.0656 -0.83
N -1.2487 0.3173 0.0450 0.22
O 0.4404 -1.4374 0.1681 0.18
O 0.8941 0.9790 -0.1395 0.14
H -1.8708 -0.1882 0.6089 0.07
H -1.4199 1.1839 -0.3455 0.06
H 1.3324 -1.5343 -0.1277 0.08
H 1.8063 0.8079 -0.2748 0.07
```

Summary:
Net charge: 0
Structure (SMILES): NB(O)O
Energy: -6329.84680 eV
Frontier orbital gap: 10.17 eV
LUMO energy: 0.36 eV
Multiplicity: 1
M: 60.8 g mol⁻¹

=====

Record 4
The following is a DFT calculation (ωB97M-V/def2-TZVPD) of BaH14O7 as an isolated structure.

Geometry as XYZ:
```
22
Properties=species:S:1:pos:R:3:lowdin_charge:R:1
Ba -14.8124 24.8801 31.9329 1.77
O -12.5863 23.7792 31.1254 -0.22
H -11.8708 23.3145 31.5594 0.06
H -12.5639 23.4641 30.2219 0.03
O -14.2225 22.4945 33.1912 -0.18
H -14.0436 21.5567 33.1224 0.06
H -14.6074 22.6023 34.0609 0.03
O -16.6441 26.6847 33.0315 -0.19
H -17.0832 27.2095 32.3622 0.02
H -16.9023 27.0879 33.8603 0.04
O -13.0292 25.8390 33.5949 -0.23
H -13.2596 26.4877 34.2600 0.04
H -12.1057 25.6465 33.7572 0.05
O -14.1388 27.5934 31.3099 -0.17
H -13.3817 27.9515 31.7735 0.03
H -14.7806 28.3035 31.3140 0.04
O -15.2823 23.2369 29.6786 -0.17
H -14.5080 22.8930 29.2332 0.03
H -15.9728 23.2080 29.0163 0.05
O -17.1307 23.4098 32.7802 -0.17
H -17.9727 23.8346 32.6165 0.04
H -17.3274 22.7258 33.4201 0.05
```

Summary:
Net charge: +1
Energy: -15248.89250 eV
Frontier orbital gap (spin up / spin down): 3.04 / 12.16 eV
LUMO energy (spin up / spin down): -2.84 / -3.10 eV
Multiplicity: 2
M: 263.4 g mol⁻¹
⟨S²⟩: 0.75

=====

Record 5
The following is a DFT calculation (ωB97M-V/def2-TZVPD) of BeCl14Tl2 as an isolated structure at a distorted geometry.

Geometry as XYZ:
```
17
Properties=species:S:1:pos:R:3:lowdin_charge:R:1
Be -13.9691 7.0356 4.3194 0.55
Tl -10.5190 3.4672 1.3328 0.31
Tl -8.6318 6.3731 5.7943 0.31
Cl -9.2077 3.1256 6.6392 -0.55
Cl -15.3506 4.6358 5.6742 -0.50
Cl -13.4753 1.3958 6.5982 -0.49
Cl -11.6920 5.9709 -0.6434 -0.73
Cl -8.9331 7.2504 1.6926 -0.37
Cl -12.6592 9.0126 2.3911 -0.52
Cl -15.7963 5.7959 2.2093 -0.60
Cl -13.8723 2.5610 1.6555 -0.43
Cl -9.7993 9.5303 5.4204 -0.64
Cl -11.1443 1.1949 3.8373 -0.37
Cl -11.6586 5.2622 4.0555 -0.25
Cl -13.4676 9.1530 6.3166 -0.60
Cl -11.2124 6.4716 8.1421 -0.58
Cl -7.7409 4.1948 3.3288 -0.55
```

Summary:
Net charge: -6
Energy: -185078.09486 eV
Frontier orbital gap: 2.58 eV
LUMO energy: 8.73 eV
Multiplicity: 1
M: 914.1 g mol⁻¹

=====

Record 6
The following is a DFT calculation (ωB97M-V/def2-TZVPD) of BeH20O14STl2 as an isolated structure at a distorted geometry.

Geometry as XYZ:
```
38
Properties=species:S:1:pos:R:3:lowdin_charge:R:1
Be 3.9886 -5.3205 -1.1161 1.35
Tl -0.3801 0.2679 -6.9285 0.99
Tl -3.1891 2.9949 5.4853 0.99
S 0.3818 0.0427 -0.0531 0.33
O 1.2222 1.2013 -0.3889 -0.08
O -0.4578 0.3647 1.0993 -0.06
O -0.5040 -0.3014 -1.1454 -0.08
O 1.3245 -1.0882 0.2446 -0.10
O -0.7838 4.6166 -2.9330 0.11
H -0.0663 4.2354 -2.4268 0.06
H -1.0258 5.4063 -2.4491 0.08
O -4.9525 3.7935 0.2341 0.13
H -4.5265 4.3254 -0.4380 0.08
H -5.8878 3.8744 0.0471 0.09
O 5.5171 -3.8332 3.3959 0.12
H 4.8774 -4.0331 4.0792 0.08
H 6.2688 -3.4751 3.8681 0.09
O -1.7219 -3.9306 2.9970 0.07
H -1.1600 -3.1905 2.7673 0.04
H -2.5313 -3.7779 2.5093 0.06
O -5.4282 1.2238 -4.7882 0.16
H -6.2361 0.9518 -5.2236 0.10
H -5.6195 1.1411 -3.8540 0.08
O 0.5001 5.1752 2.2334 0.11
H 1.2591 5.6813 2.5233 0.09
H 0.8434 4.5966 1.5525 0.06
O -4.9511 -3.0444 -0.0171 0.13
H -4.2105 -2.6645 -0.4898 0.06
H -5.6983 -2.9208 -0.6025 0.09
O 6.1229 0.9071 1.2545 0.13
H 5.4011 1.4783 0.9917 0.07
H 5.7384 0.0309 1.2805 0.06
O 1.6915 -7.1496 2.5132 0.14
H 1.6401 -7.6142 3.3486 0.10
H 0.9326 -6.5663 2.5159 0.07
O 3.6753 1.9956 -4.2961 0.07
H 3.4835 2.0801 -3.3621 0.05
H 4.4618 2.5250 -4.4284 0.08
```

Summary:
Net charge: +6
Energy: -49517.99160 eV
Frontier orbital gap: 1.45 eV
LUMO energy: -22.13 eV
Multiplicity: 1
M: 694.0 g mol⁻¹

=====

Record 7
The following is a DFT calculation (ωB97M-V/def2-TZVPD) of a 2-piece molecular cluster, Br2FOP overall at a distorted geometry.

Geometry as XYZ:
```
5
Properties=species:S:1:pos:R:3:lowdin_charge:R:1
O 0.4004 -0.1745 -0.3214 -0.64
F -0.9151 -1.2598 2.2613 -0.66
P 1.2158 -0.1330 -1.5213 0.47
Br 0.0025 1.0597 -2.9873 0.14
Br -0.7036 0.5076 2.5687 0.69
```

Summary:
Net charge: 0
Structure (SMILES): O=PBr.FBr
Energy: -154137.63587 eV
Frontier orbital gap: 9.36 eV
LUMO energy: -1.29 eV
Multiplicity: 1
M: 225.8 g mol⁻¹

=====

Record 8
The following is a DFT calculation (ωB97M-V/def2-TZVPD) of Br2H2N2O2S as an isolated structure at a distorted geometry.

Geometry as XYZ:
```
9
Properties=species:S:1:pos:R:3:lowdin_charge:R:1
N -1.4716 -0.0393 -0.0262 -0.07
N 1.0335 -0.3362 -0.6535 -1.17
O 0.2734 0.3087 1.7071 -0.32
O 0.0451 1.9114 -0.1638 -0.30
S -0.0160 0.5957 0.3511 0.31
Br 0.9778 -2.0843 -0.0879 0.69
Br 2.7004 0.4324 -0.5301 0.71
H -1.7199 -0.9370 0.3509 0.06
H -1.8226 0.1486 -0.9476 0.08
```

Summary:
Net charge: 0
Energy: -158025.43327 eV
Frontier orbital gap: 9.39 eV
LUMO energy: -0.63 eV
Multiplicity: 1
M: 253.9 g mol⁻¹

=====

Record 9
The following is a DFT calculation (ωB97M-V/def2-TZVPD) of a 2-piece molecular cluster, Br2HNS overall at a distorted geometry.

Geometry as XYZ:
```
5
Properties=species:S:1:pos:R:3:lowdin_charge:R:1
N -0.1507 0.9887 0.1029 -0.50
S -1.5370 0.6478 -0.3485 0.33
Br -2.0132 -1.4189 0.0973 0.17
Br 3.3700 -0.6992 -0.6953 0.01
H 0.3309 0.4815 0.8436 -0.01
```

Summary:
Net charge: 0
Energy: -152423.89627 eV
Frontier orbital gap (spin up / spin down): 8.35 / 6.83 eV
LUMO energy (spin up / spin down): 0.00 / -3.76 eV
Multiplicity: 3
M: 206.9 g mol⁻¹
⟨S²⟩: 2.01

=====

Record 10
The following is a DFT calculation (ωB97M-V/def2-TZVPD) of one molecule with the formula Br2HNS2 at a distorted geometry.

Geometry as XYZ:
```
6
Properties=species:S:1:pos:R:3:lowdin_charge:R:1
N -0.1705 -0.6952 0.2953 -0.93
S -1.6857 0.0752 0.2069 0.27
S 1.1468 -0.0667 1.1383 0.37
Br -1.8850 1.5595 -1.3240 0.20
Br 2.5995 0.8224 -0.5057 0.07
H -0.0052 -1.6953 0.1891 0.03
```

Summary:
Net charge: 0
Structure (SMILES): BrSNSBr
Energy: -163260.86512 eV
Frontier orbital gap: 8.15 eV
LUMO energy: -1.11 eV
Multiplicity: 1
M: 239.0 g mol⁻¹

=====

Record 11
The following is a DFT calculation (ωB97M-V/def2-TZVPD) of one molecule with the formula Br2S2 at a distorted geometry.

Geometry as XYZ:
```
4
Properties=species:S:1:pos:R:3:lowdin_charge:R:1
S 0.6364 -1.2799 0.0076 -0.13
S -2.3099 1.0604 -1.0612 -0.13
Br 2.5630 -0.5431 0.6380 0.12
Br -0.8895 0.7626 0.4156 0.14
```

Summary:
Net charge: 0
Energy: -161752.87189 eV
Frontier orbital gap (spin up / spin down): 6.06 / 6.06 eV
LUMO energy (spin up / spin down): -2.90 / -2.90 eV
Multiplicity: 1
M: 223.9 g mol⁻¹

=====

Record 12
The following is a DFT calculation (ωB97M-V/def2-TZVPD) of Br2S3 as an isolated structure at a distorted geometry.

Geometry as XYZ:
```
5
Properties=species:S:1:pos:R:3:lowdin_charge:R:1
S -1.3231 -0.4155 -0.9957 0.08
S 1.3763 -1.1214 -1.4909 -0.12
S -1.0064 0.9617 0.2773 -0.19
Br 2.1150 0.4291 -0.2025 0.10
Br -1.1619 0.1461 2.4117 0.12
```

Summary:
Net charge: 0
Energy: -172589.73371 eV
Frontier orbital gap (spin up / spin down): 6.66 / 6.63 eV
LUMO energy (spin up / spin down): -2.44 / -2.44 eV
Multiplicity: 1
M: 256.0 g mol⁻¹

=====

Record 13
The following is a DFT calculation (ωB97M-V/def2-TZVPD) of one molecule with the formula Br3H2PSi at a distorted geometry.

Geometry as XYZ:
```
7
Properties=species:S:1:pos:R:3:lowdin_charge:R:1
Si 0.5903 0.0534 -0.6135 -0.82
P -0.7450 -0.4294 1.6758 0.56
Br 0.3187 2.0834 -1.4952 0.24
Br 2.7237 -0.1020 0.0476 0.21
Br 0.2700 -1.4574 -2.2212 0.24
H -1.8211 -0.9842 0.9729 -0.21
H -1.3366 0.8361 1.6336 -0.21
```

Summary:
Net charge: 0
Structure (SMILES): P[Si](Br)(Br)Br
Energy: -227329.21275 eV
Frontier orbital gap: 8.85 eV
LUMO energy: -0.85 eV
Multiplicity: 1
M: 300.8 g mol⁻¹

=====

Record 14
The following is a DFT calculation (ωB97M-V/def2-TZVPD) of a 2-piece molecular cluster, Br3HNP overall at a distorted geometry.

Geometry as XYZ:
```
6
Properties=species:S:1:pos:R:3:lowdin_charge:R:1
N 0.3406 1.6330 1.5257 0.03
P -0.3075 -0.2266 -0.5800 -0.39
Br -2.2428 -0.8897 0.1087 0.18
Br 1.1950 -1.6437 0.2352 0.13
Br -0.3908 -0.7502 -2.8231 0.08
H 1.4056 1.8771 1.5337 -0.04
```

Summary:
Net charge: 0
Energy: -220919.77612 eV
Frontier orbital gap (spin up / spin down): 7.85 / 7.96 eV
LUMO energy (spin up / spin down): -1.77 / -1.47 eV
Multiplicity: 1
M: 285.7 g mol⁻¹

=====

Record 15
The following is a DFT calculation (ωB97M-V/def2-TZVPD) of one molecule with the formula Br3O2P at a distorted geometry.

Geometry as XYZ:
```
6
Properties=species:S:1:pos:R:3:lowdin_charge:R:1
O -2.7989 -0.5703 1.3762 -0.79
O 0.5546 0.2767 -1.7954 -0.52
P 0.6946 0.1510 -0.3418 -0.26
Br 1.8734 1.8774 0.1914 0.38
Br 1.6081 -1.7781 0.3500 0.30
Br -1.9319 0.0433 0.2197 0.89
```

Summary:
Net charge: 0
Energy: -223508.32230 eV
Frontier orbital gap (spin up / spin down): 7.15 / 6.99 eV
LUMO energy (spin up / spin down): -2.99 / -2.71 eV
Multiplicity: 1
M: 302.7 g mol⁻¹

=====

Record 16
The following is a DFT calculation (ωB97M-V/def2-TZVPD) of a 2-piece molecular cluster, Br5HSi2 overall at a distorted geometry.

Geometry as XYZ:
```
8
Properties=species:S:1:pos:R:3:lowdin_charge:R:1
Si -1.3748 -0.0673 -0.4803 0.01
Si 0.5282 0.9034 0.3720 -0.89
Br -2.1728 1.2095 -2.0437 0.23
Br 1.9034 -4.7381 -0.2483 0.00
Br 0.7074 0.4287 2.5449 0.25
Br 2.3831 -0.0555 -0.4292 0.25
Br 0.5634 3.1769 0.0165 0.22
H -2.5379 -0.8576 0.2680 -0.08
```

Summary:
Net charge: 0
Energy: -365985.94835 eV
Frontier orbital gap (spin up / spin down): 8.90 / 4.30 eV
LUMO energy (spin up / spin down): -1.68 / -3.75 eV
Multiplicity: 1
M: 456.7 g mol⁻¹

=====

Record 17
The following is a DFT calculation (ωB97M-V/def2-TZVPD) of Br9Cl4N3O25Sn5 as an isolated structure at a distorted geometry.

Geometry as XYZ:
```
46
Properties=species:S:1:pos:R:3:lowdin_charge:R:1
Sn 2.2418 -9.0820 16.6859 0.98
Sn -1.7610 -13.8152 15.5361 1.06
Sn 7.2829 -12.2476 17.0131 0.94
Sn -0.2117 -7.1705 25.6052 0.37
Sn -4.4462 -3.1959 19.4289 0.77
Br -3.5076 -4.8668 21.0712 -0.07
Br 0.4617 -14.3529 14.4416 -0.05
Br -10.0536 -8.2731 15.3258 -0.19
Br -0.5145 -0.6976 18.4925 -0.73
Br -8.4401 -9.9098 15.6885 -0.13
Br 3.2043 -10.6477 18.2597 0.05
Br 8.8814 -10.6685 16.1177 0.03
Br -1.5365 -7.4061 23.4135 -0.31
Br -8.1802 -12.6739 17.0754 -0.66
N -0.0827 -14.5394 26.0341 -0.66
O -1.0265 -14.9748 26.6379 -0.08
O 1.0870 -14.7959 26.3771 -0.13
O -0.1994 -13.6943 25.0326 -0.14
N -3.8328 -0.3959 19.6707 -0.48
O -3.0371 0.4133 19.8630 0.04
O -3.7311 -1.7396 20.5147 -0.49
O -4.7744 -0.4000 18.9347 -0.07
N -0.2213 -11.0624 16.6546 -0.59
O 0.1844 -9.8617 17.0379 -0.34
O 0.1299 -12.0235 17.2868 -0.02
O -1.0496 -10.9957 15.7962 -0.05
Cl 4.4927 -11.3655 14.6842 0.72
O 3.6857 -12.5179 14.9370 -0.32
O 5.6803 -11.3330 15.6093 -0.64
O 4.9383 -11.1811 13.3267 -0.29
O 3.7136 -10.1241 15.0296 -0.58
Cl 8.7941 -15.0552 15.4398 0.60
O 8.5362 -15.2358 16.8284 -0.41
O 10.1780 -15.1021 15.1492 -0.35
O 8.0910 -16.1358 14.6433 -0.38
O 8.3574 -13.7624 15.1537 -0.51
Cl 4.6762 -6.1848 13.3846 0.62
O 5.7922 -5.3130 13.2349 -0.52
O 3.8007 -6.3945 12.2923 -0.51
O 1.0822 -5.4696 24.9342 -1.04
O 4.5401 -7.0772 14.4787 -0.53
Cl -3.8060 -15.7327 15.6095 0.68
O -4.0595 -14.3147 15.3665 -0.48
O -4.4963 -16.1700 16.7661 -0.25
O -4.0916 -16.4222 14.3782 -0.31
O -2.2724 -15.8533 15.7089 -0.57
```

Summary:
Net charge: -6
Energy: -765241.41104 eV
Frontier orbital gap: 2.77 eV
LUMO energy: 7.33 eV
Multiplicity: 1
M: 1896.5 g mol⁻¹

=====

Record 18
The following is a DFT calculation (ωB97M-V/def2-TZVPD) of a 2-piece molecular cluster, BrCl3Si overall at a distorted geometry.

Geometry as XYZ:
```
5
Properties=species:S:1:pos:R:3:lowdin_charge:R:1
Si -0.4117 -0.3238 -0.1115 -0.71
Cl 0.4983 -0.6629 1.6718 0.29
Cl 0.9327 2.4829 0.2362 -0.40
Cl 0.4672 -0.8023 -1.7605 0.41
Br -2.5850 -0.3491 -0.0442 0.42
```

Summary:
Net charge: 0
Energy: -115489.77547 eV
Frontier orbital gap: 7.42 eV
LUMO energy: -1.84 eV
Multiplicity: 1
M: 214.3 g mol⁻¹

=====

Record 19
The following is a DFT calculation (ωB97M-V/def2-TZVPD) of a 2-piece molecular cluster, BrClO3S overall at a distorted geometry.

Geometry as XYZ:
```
6
Properties=species:S:1:pos:R:3:lowdin_charge:R:1
O 0.6257 0.1824 1.2003 -0.33
O -0.4542 1.5700 -0.6127 -0.31
O -1.5766 -0.4990 0.0851 -0.77
S 0.0309 0.3050 -0.0671 0.72
Cl -1.5847 -1.9348 0.9257 0.68
Br 2.9588 0.3763 -1.5313 0.02
```

Summary:
Net charge: 0
Energy: -99536.46882 eV
Frontier orbital gap (spin up / spin down): 5.20 / 5.19 eV
LUMO energy (spin up / spin down): -5.45 / -5.46 eV
Multiplicity: 1
M: 195.4 g mol⁻¹

=====

Record 20
The following is a DFT calculation (ωB97M-V/def2-TZVPD) of BrCu as an isolated structure.

Geometry as XYZ:
```
2
Properties=species:S:1:pos:R:3:lowdin_charge:R:1
Cu 1.6609 -1.0835 0.0851 0.91
Br -1.6609 1.0835 -0.0851 0.09
```

Summary:
Net charge: +1
Energy: -114671.41509 eV
Frontier orbital gap (spin up / spin down): 7.49 / 7.07 eV
LUMO energy (spin up / spin down): -7.78 / -7.77 eV
Multiplicity: 2
M: 143.4 g mol⁻¹
⟨S²⟩: 0.75